1.
Below is C11H21LuNSi as an isolated structure in a non-equilibrium geometry, with properties calculated with ωB97M-V/def2-TZVPD.

Output
- charge = -1
- frontier orbital gap (eV) = 7.1
- E_tot (eV) = -54734.97224
- energy above the lowest of the compared OMol25 structures with the same formula, charge and spin (kJ/mol) = 0.0

Each line ends with the Mulliken charge.
Element x y z (Å)
C -1.893 -0.992 -0.323  -0.36
C -2.215 0.410 -0.309  -0.56
C -1.909 0.922 0.996  -0.79
C -1.410 -0.165 1.794  -0.43
C -1.390 -1.345 0.975  -0.59
Lu 0.314 0.091 -0.187  0.95
N 0.838 -1.727 -0.851  -0.46
C 1.070 -0.262 -2.271  -0.19
C 0.567 1.107 -2.087  -1.05
H -2.125 1.925 1.352  0.41
H -2.682 0.962 -1.120  0.44
H -1.158 -0.119 2.847  0.51
H -1.081 -2.338 1.292  0.37
H -2.044 -1.670 -1.157  0.33
H -0.283 1.237 -2.731  0.24
H 2.160 -0.352 -2.333  0.25
H 1.107 -2.551 -1.380  0.05
H 1.374 1.783 -2.302  0.26
H 0.584 -0.829 -3.069  0.27
C 2.927 2.945 1.994  -0.97
Si 2.784 1.154 2.560  0.13
C 4.459 0.653 3.270  -1.01
C 1.507 1.073 3.943  -0.97
C 2.305 0.053 1.157  -1.02
H 3.300 3.578 2.814  0.27
H 1.953 3.343 1.674  0.28
H 3.627 3.040 1.152  0.29
H 4.752 1.317 4.094  0.24
H 4.436 -0.375 3.656  0.27
H 5.244 0.703 2.502  0.27
H 0.516 1.397 3.597  0.24
H 1.415 0.053 4.343  0.29
H 1.806 1.730 4.773  0.33
H 3.047 0.041 0.325  0.31
H 2.188 -1.022 1.435  0.39

2.
Below is an isolated ion of composition C11H21N2O2 and charge +1 in a non-equilibrium geometry, with properties calculated with ωB97M-V/def2-TZVPD.

Output
- charge = +1
- frontier orbital gap (spin up / spin down) (eV) = 4.7 / 8.8
- expectation value of S² = 2.006
- E_tot (eV) = -18808.52112
- multiplicity = 3
- energy above the lowest of the compared OMol25 structures with the same formula, charge and spin (kJ/mol) = 0.0

Each line ends with the Mulliken charge.
Element x y z (Å)
C 0.112 0.943 0.855  -0.51
C -1.810 2.575 -0.051  -1.00
C -2.781 0.250 -1.243  -0.99
C -1.729 1.383 -0.997  0.25
C -0.905 1.427 0.184  0.94
C -2.147 -1.262 0.759  0.48
C -1.657 -2.266 -0.284  -1.41
C 3.012 0.060 1.267  -1.72
C 2.466 -1.297 -0.743  -1.86
C 2.259 1.304 -0.788  -1.41
C 2.120 -0.012 0.070  1.46
N -1.840 -0.901 1.883  -0.52
N -3.147 -0.319 0.041  -0.06
O 0.569 1.597 1.946  -0.49
O 0.670 -0.170 0.368  -0.17
H -1.428 3.527 -0.300  0.33
H -2.725 2.724 0.502  0.18
H -3.742 0.758 -1.742  0.39
H -2.320 -0.414 -1.933  0.40
H -1.194 1.551 -1.913  0.41
H -0.950 -1.648 -0.788  0.33
H -2.499 -2.626 -0.824  0.34
H -1.079 -3.000 0.118  0.46
H 2.738 -0.686 2.012  0.36
H 4.042 -0.099 0.932  0.48
H 2.989 0.970 1.810  0.39
H 2.070 -2.091 -0.230  0.48
H 3.529 -1.469 -0.761  0.45
H 2.076 -1.187 -1.732  0.44
H 2.584 2.144 -0.268  0.38
H 2.761 1.003 -1.636  0.55
H 1.177 1.611 -1.213  0.16
H 0.269 2.493 2.083  0.35
H -1.248 -1.492 2.384  0.32
H -3.289 0.391 0.715  0.34
H -4.070 -0.886 0.060  0.46